C28H39N2O8P2SeSn as an isolated structure. Source: OMol25; level of theory: ωB97M-V/def2-TZVPD.

```
81
Properties=species:S:1:pos:R:3:forces:R:3:lowdin_charge:R:1
Sn -1.07708 0.74983 -0.96470 0.012 0.032 -0.132 1.454
C -1.63685 5.08507 0.57437 0.029 0.008 -0.003 0.001
C -1.26976 3.62260 0.66515 0.067 0.022 0.127 -0.341
O -1.10608 3.03409 -0.41325 -0.064 -0.075 -0.038 -0.099
C -1.09886 3.00211 1.96673 -0.009 0.024 -0.053 -0.096
C -0.84347 3.82251 3.08601 -0.002 0.018 0.027 -0.053
C -0.63573 3.30617 4.33821 -0.001 0.018 -0.013 -0.110
C -0.71791 1.91262 4.51203 -0.013 -0.025 -0.038 -0.093
C -0.98875 1.08411 3.45774 0.010 0.014 0.063 -0.019
C -1.17815 1.58611 2.13754 -0.034 -0.065 -0.120 -0.367
O -1.42416 0.75381 1.19123 0.000 0.081 0.188 -0.230
H -2.14901 5.24667 -0.37068 0.007 -0.001 -0.014 0.081
H -0.72331 5.68561 0.57766 -0.016 -0.006 0.008 0.097
H -2.27045 5.40750 1.39695 0.003 -0.005 -0.003 0.084
H -0.77957 4.89442 2.94385 -0.001 -0.017 0.007 0.102
H -0.41539 3.95590 5.17458 -0.002 -0.007 -0.009 0.090
H -0.56396 1.48571 5.49693 -0.001 0.005 -0.004 0.100
H -1.05667 0.01059 3.58249 0.001 0.009 -0.007 0.114
N -4.81110 0.07809 -3.68238 0.097 0.013 0.054 0.171
C -4.00906 1.36100 -3.59914 0.000 0.027 -0.037 -0.508
C -4.64392 2.38423 -4.52968 0.019 -0.033 -0.005 -0.088
P -4.19811 1.86054 -1.83141 0.041 0.046 0.006 0.310
O -3.66276 3.36814 -1.83974 0.177 -0.017 -0.070 -0.141
O -5.65760 1.76932 -1.57637 -0.011 -0.006 0.013 -0.302
O -3.26508 1.01057 -0.98575 -0.031 -0.081 -0.010 -0.422
P -2.24965 0.99568 -4.06957 -0.026 -0.250 0.016 0.262
O -2.24692 -0.50245 -3.45439 0.020 0.019 -0.021 -0.329
O -2.13334 1.00574 -5.54252 -0.008 0.065 -0.005 -0.306
O -1.44418 1.91808 -3.18207 -0.034 0.051 0.029 -0.437
H -5.03347 -0.14373 -4.65058 -0.010 -0.003 -0.036 0.159
H -5.65831 0.20431 -3.11167 0.021 0.010 0.011 0.139
H -4.20539 -0.66975 -3.31251 -0.009 0.029 0.000 0.136
H -5.66463 2.62074 -4.22000 0.008 -0.008 0.001 0.082
H -4.62299 2.01533 -5.55786 0.002 0.005 0.001 0.077
H -4.05921 3.30184 -4.50531 -0.008 -0.015 0.008 0.088
H -2.69485 3.33880 -2.00315 -0.198 0.023 0.045 0.050
H -1.40487 -1.08449 -3.47972 -0.062 0.123 -0.019 -0.099
C 2.02587 -6.07484 0.38338 0.010 0.009 -0.018 -0.056
C 1.22627 -4.88517 -0.08102 0.011 0.001 0.011 -0.259
C -0.09449 -5.12405 -0.63163 -0.014 -0.004 0.052 -0.039
C -0.82620 -4.11790 -1.13312 0.020 -0.002 -0.010 -0.350
C -2.19964 -4.32001 -1.69289 0.000 0.010 0.016 -0.070
C -0.27907 -2.73891 -1.17518 -0.022 -0.057 0.015 -0.603
C 0.91772 -2.46203 -0.30408 0.004 0.015 -0.008 -0.343
C 1.71574 -3.63855 0.05519 0.008 0.017 -0.057 0.000
N 1.10542 -1.23800 0.01604 0.035 -0.050 0.011 0.103
C 2.26180 -0.71392 0.73102 -0.008 0.003 -0.001 -0.440
C 3.60241 -0.96196 0.01274 -0.029 0.004 0.000 -0.072
C 4.74679 -0.28124 0.77421 -0.017 0.004 0.013 -0.288
C 4.80005 -0.82188 2.20841 0.000 0.001 -0.001 -0.123
C 3.48129 -0.51773 2.92900 -0.005 -0.001 -0.010 -0.287
C 3.24776 0.99616 2.95316 -0.002 -0.007 0.003 -0.119
C 3.19216 1.52097 1.51576 -0.007 -0.001 -0.010 -0.283
C 4.52031 1.23231 0.81282 -0.005 -0.002 -0.013 -0.126
C 2.06113 0.81277 0.76832 0.013 0.047 0.064 -0.107
C 2.32875 -1.20381 2.18782 0.014 0.008 -0.005 -0.073
H 1.72466 -6.98218 -0.14140 0.013 0.009 -0.016 0.070
H 1.87642 -6.24690 1.45265 -0.038 -0.021 -0.010 0.080
H 3.09239 -5.92039 0.21778 -0.004 0.014 0.028 0.075
H -0.47202 -6.14142 -0.65198 0.008 0.008 -0.003 0.105
H -2.50007 -5.36714 -1.64322 0.004 0.005 -0.004 0.072
H -2.22155 -3.98248 -2.73050 0.000 -0.001 0.000 0.054
H -2.92492 -3.72021 -1.13344 0.008 -0.009 -0.003 0.083
H -1.07004 -2.02769 -0.93728 -0.012 0.046 0.007 0.046
H 2.69049 -3.51454 0.50161 0.027 0.016 0.002 0.088
H 3.52262 -0.56823 -1.00507 -0.002 -0.001 0.007 0.133
H 3.81553 -2.02585 -0.08292 -0.009 -0.036 0.008 0.103
H 5.69231 -0.49757 0.26787 0.010 -0.004 -0.008 0.134
H 5.63642 -0.36458 2.74910 -0.005 -0.001 -0.003 0.114
H 4.97528 -1.90354 2.19305 -0.003 0.011 -0.001 0.117
H 3.52831 -0.89794 3.95455 0.002 0.001 0.004 0.134
H 4.05366 1.49299 3.50592 -0.007 -0.004 -0.005 0.115
H 2.30705 1.22085 3.46705 0.009 0.001 -0.008 0.111
H 3.00129 2.59855 1.52392 0.002 0.004 0.007 0.137
H 5.34503 1.72469 1.34097 -0.006 -0.005 -0.001 0.114
H 4.49823 1.63126 -0.20644 0.001 -0.007 0.012 0.119
H 1.99788 1.17604 -0.26351 0.000 -0.008 0.002 0.119
H 1.10498 1.02206 1.25528 0.040 -0.027 -0.029 0.092
H 1.37263 -0.97261 2.66869 -0.002 -0.003 -0.001 0.122
H 2.45345 -2.28822 2.22247 0.002 -0.001 -0.001 0.109
Se 0.26646 -2.38456 -3.07411 -0.017 -0.013 -0.003 0.533
```
Forces are in eV/Å.

Molecular weight (g/mol): 791.24
Gap between HOMO and LUMO (Ha): 0.235
DFT total energy (eV): -138795.09023
F_max (eV Å⁻¹): 0.25
HOMO level (Eh): -0.150
Charge: -1
ΔE to the lowest compared entry with this formula, charge and spin (kJ/mol): 45.79

C28H39N3O8P2SSiTi as an isolated structure. Source: OMol25; level of theory: ωB97M-V/def2-TZVPD.

```
83
Properties=species:S:1:pos:R:3:forces:R:3:lowdin_spin:R:1
Ti -0.36151 0.78549 -0.89135 -0.235 0.510 -0.369 1.776
C -0.09206 4.83729 -0.17003 -0.004 -0.002 0.007 0.000
C 0.99936 3.80879 -0.06139 0.026 -0.002 0.054 0.004
C 1.42446 3.12166 -1.20290 0.005 -0.039 0.032 0.008
C 2.45294 2.19218 -1.13187 -0.054 -0.198 -0.055 0.001
C 3.07581 1.92767 0.08272 0.022 0.097 0.059 0.006
C 2.66360 2.60381 1.21897 0.022 -0.019 -0.010 0.001
C 1.63277 3.53490 1.14635 -0.040 0.011 -0.037 0.010
H -0.42076 5.17650 0.81263 0.010 0.011 0.002 0.000
H -0.94871 4.42896 -0.70835 -0.007 0.009 0.003 0.000
H 0.25983 5.71241 -0.71966 -0.001 -0.006 -0.016 0.000
H 0.95431 3.34340 -2.15199 0.014 0.015 -0.001 0.001
H 2.75357 1.64967 -2.02063 0.005 0.024 -0.006 0.000
H 3.86943 1.19245 0.13326 0.014 0.013 0.004 0.000
H 3.14125 2.40840 2.17146 0.002 -0.008 0.000 0.000
H 1.31965 4.06011 2.04181 -0.002 0.002 0.001 0.000
C -5.64651 -1.68735 1.77960 0.110 -0.017 0.011 0.000
Si -3.97849 -1.73671 2.63916 -0.123 -0.077 -0.063 -0.001
C -3.05750 -3.30507 2.18791 -0.017 0.073 0.059 0.000
C -4.23291 -1.78033 4.50705 0.007 0.030 -0.096 0.000
C -3.06160 -0.12852 2.25043 -0.063 0.041 0.215 0.001
C -3.22805 0.95299 3.10395 0.112 -0.070 -0.029 0.006
C -2.58808 2.17114 2.87744 0.008 0.064 0.021 0.000
C -1.74271 2.25866 1.79699 0.046 -0.114 0.040 0.006
N -1.56280 1.24333 0.94675 0.054 -0.056 -0.194 0.014
C -2.24618 0.08863 1.11725 -0.045 0.038 -0.062 0.017
S -2.08568 -1.05597 -0.17374 0.065 -0.006 -0.155 0.011
H -6.26094 -2.54743 2.05439 0.007 -0.014 0.005 0.000
H -5.51418 -1.69743 0.69593 0.013 0.009 -0.004 0.000
H -6.19549 -0.78075 2.04170 0.000 0.004 0.015 0.000
H -3.57037 -4.15327 2.65006 0.003 -0.004 0.015 0.000
H -2.03048 -3.28894 2.55891 0.008 0.013 0.001 0.000
H -3.01884 -3.46104 1.11245 -0.011 0.006 -0.004 0.000
H -4.76299 -2.69535 4.78041 -0.002 -0.013 -0.010 0.000
H -4.81774 -0.94192 4.88786 -0.022 0.005 -0.006 0.000
H -3.27304 -1.78589 5.02876 0.003 0.007 0.006 0.000
H -3.86511 0.85731 3.97527 -0.008 -0.009 0.012 0.000
H -2.73424 3.01574 3.53587 0.019 0.008 -0.008 0.000
H -1.17645 3.15503 1.58418 -0.017 0.028 0.014 0.001
C -3.25600 0.07558 -3.60179 0.036 -0.008 0.021 0.001
C -1.97958 0.63300 -4.21596 -0.054 -0.029 -0.020 0.002
O -2.17889 0.86245 -5.61175 -0.008 0.019 -0.020 0.000
P -1.58695 2.26303 -3.51513 0.089 0.001 -0.086 0.004
O -2.69629 3.25426 -4.04984 0.025 0.072 -0.017 0.001
O -0.27707 2.77236 -4.26636 -0.050 -0.029 0.035 0.001
O -1.50582 2.32380 -2.03027 -0.123 -0.188 0.180 0.024
P -0.45228 -0.40556 -3.97381 -0.144 -0.069 0.102 0.005
O -0.91748 -1.81425 -3.36881 0.019 0.069 -0.053 0.004
O 0.14185 -0.56046 -5.31654 0.083 -0.068 -0.056 0.000
O 0.33783 0.34005 -2.89781 -0.014 0.051 0.270 0.028
H -4.09636 0.73079 -3.83543 0.006 0.012 0.000 0.000
H -3.17039 -0.01656 -2.51770 -0.012 -0.006 -0.009 0.001
H -3.45205 -0.90888 -4.02516 0.001 -0.003 0.003 0.000
H -1.39529 0.48764 -6.05543 0.007 -0.005 0.002 0.000
H -2.81695 3.14838 -5.00576 -0.020 -0.025 -0.008 0.000
H 0.44697 2.13591 -4.12997 0.011 -0.002 0.010 0.000
H -1.16626 -1.73663 -2.43265 0.001 -0.006 0.008 0.003
C 3.94171 -3.38611 1.84736 0.042 0.024 -0.011 0.002
N 3.46376 -2.00582 1.79422 -0.094 -0.044 0.042 0.009
N 2.74543 -1.69234 0.64023 -0.057 0.024 0.064 0.014
C 1.68733 -0.87362 0.96896 0.067 -0.080 -0.227 0.014
O 0.98658 -0.33906 0.10478 0.193 -0.072 0.347 0.012
C 1.67627 -0.78028 2.39718 0.009 0.007 0.059 0.001
C 2.73106 -1.49967 2.85063 0.015 0.035 -0.071 0.004
C 3.13354 -1.80124 4.25033 -0.005 -0.014 -0.007 0.001
C 3.38166 -1.68334 -0.63145 0.051 -0.020 -0.072 0.001
C 4.74918 -1.45260 -0.73251 -0.040 0.007 0.014 0.001
C 5.33460 -1.39933 -1.98830 0.009 0.003 -0.006 0.000
C 4.55998 -1.54973 -3.13036 0.001 0.003 -0.002 0.001
C 3.19551 -1.77580 -3.01724 -0.001 -0.008 -0.009 0.000
C 2.60274 -1.86256 -1.76739 0.012 -0.008 0.020 0.001
H 4.51235 -3.59329 0.94571 0.004 -0.007 0.006 0.000
H 3.10948 -4.09108 1.92086 0.002 -0.002 -0.007 0.000
H 4.59968 -3.49353 2.70582 -0.007 0.000 0.004 0.000
H 0.96228 -0.21137 2.96764 0.006 -0.004 0.021 0.000
H 2.57038 -1.17344 4.93616 -0.003 0.000 0.003 0.000
H 4.19810 -1.62082 4.39994 0.001 -0.001 0.005 0.000
H 2.92647 -2.84425 4.49762 0.008 0.001 0.008 0.000
H 5.33914 -1.29942 0.16207 0.002 0.001 0.002 0.000
H 6.39865 -1.22122 -2.07264 0.003 0.000 0.002 0.000
H 5.01871 -1.48879 -4.10814 0.003 -0.001 -0.001 0.000
H 2.58066 -1.88158 -3.90197 -0.005 0.006 -0.005 0.000
H 1.54217 -2.04518 -1.67691 0.005 0.001 0.008 0.000
```
Forces are in eV/Å.

Molecular weight (g/mol): 715.60
Gap between HOMO and LUMO (alpha / beta) (Ha): 0.229 / 0.284
DFT total energy (eV): -110935.52681
F_max (eV Å⁻¹): 0.67
2S+1: 3
HOMO level (alpha / beta) (Eh): -0.221 / -0.277
ΔE to the lowest compared entry with this formula, charge and spin (kJ/mol): 0.00

C28H40B2N12OOsS3 as an isolated structure in a non-equilibrium geometry. Source: OMol25; level of theory: ωB97M-V/def2-TZVPD.

```
87
Properties=species:S:1:pos:R:3:forces:R:3:lowdin_spin:R:1
Os -0.66907 -0.40505 0.16433 -0.192 -1.055 -1.898 0.130
C -3.57133 -2.50827 0.54172 0.002 -0.046 -0.136 -0.002
C -2.93740 -1.84685 1.71492 1.052 0.825 -0.411 0.000
C -3.35574 -1.95984 3.01923 0.187 0.179 0.973 0.000
C -2.46921 -1.20265 3.77070 -0.785 -0.525 0.245 -0.001
N -1.56850 -0.64469 2.97174 0.257 0.267 -0.229 0.000
N -1.82789 -1.02673 1.68216 -1.473 -0.844 0.937 0.000
B -0.37300 0.31835 3.23124 -0.827 -0.854 -2.282 0.022
N -0.57948 1.56834 2.34209 -0.118 -0.151 0.251 0.009
C -0.69348 2.83601 2.72012 -0.200 0.522 -0.143 0.005
C -0.93426 3.61492 1.60403 0.009 0.176 0.348 0.001
C -0.96061 2.74184 0.53382 0.210 -0.433 0.091 0.002
C -1.21588 3.12575 -0.87791 0.066 -0.088 0.022 0.001
N -0.74720 1.47649 0.99165 0.350 0.304 -0.122 0.001
N 0.88307 -0.40191 2.74324 0.044 0.103 -0.161 0.009
C 1.90334 -0.87190 3.44881 0.484 -0.330 0.084 0.005
C 2.80541 -1.45478 2.58276 0.114 -0.021 0.379 0.001
C 2.26161 -1.30969 1.31816 -0.564 0.329 -0.206 0.001
C 2.89190 -1.79873 0.05623 -0.046 0.104 0.089 -0.002
N 1.07234 -0.65171 1.41399 -0.048 -0.149 0.350 0.000
N -0.16828 0.79024 4.64291 -1.593 -0.486 3.500 0.242
C -0.77885 0.64289 5.85912 -0.881 -1.339 -3.414 0.089
C -0.06013 1.34818 6.77642 -0.177 0.276 1.862 0.417
C 1.00854 1.92767 6.05387 2.393 1.180 -2.265 0.122
C 2.09311 2.81968 6.56624 -0.260 -0.205 0.014 0.017
N 0.93920 1.59260 4.77834 1.195 1.137 1.650 0.038
H -4.39387 -3.12586 0.89345 0.003 -0.017 0.024 0.000
H -2.87250 -3.15142 0.00419 -0.032 0.033 0.069 -0.002
H -3.96735 -1.78819 -0.17085 -0.026 -0.095 0.098 0.000
H -4.19729 -2.52439 3.38363 0.046 -0.003 -0.002 0.000
H -2.44921 -1.06608 4.83448 -0.111 -0.076 -0.054 0.000
H -0.61034 3.12750 3.75296 0.000 0.050 -0.079 0.001
H -1.08620 4.68080 1.56940 0.017 -0.026 0.022 0.000
H -0.56305 3.95284 -1.15813 0.000 0.030 0.038 0.000
H -2.24043 3.48357 -0.96795 0.013 -0.014 0.037 0.000
H -1.06536 2.29793 -1.56054 0.039 0.038 0.021 0.000
H 1.93549 -0.78238 4.52203 0.066 0.015 -0.040 0.001
H 3.74089 -1.92669 2.83245 -0.030 0.006 0.003 0.000
H 3.40893 -2.73642 0.25439 -0.018 -0.009 -0.002 0.000
H 3.63692 -1.08509 -0.29707 0.062 -0.040 0.076 0.000
H 2.16343 -1.95678 -0.73454 0.066 0.049 0.004 -0.001
H -1.67279 0.06929 6.01217 -0.007 0.022 -0.018 -0.001
H -0.25821 1.44608 7.83079 -0.078 -0.016 0.104 0.015
H 2.01250 2.96059 7.64024 0.017 0.011 0.025 -0.001
H 2.04908 3.79249 6.07596 -0.103 0.044 -0.013 0.006
H 3.07450 2.40929 6.32947 -0.002 -0.112 0.007 0.006
C 1.86619 -4.94054 -1.31571 -0.019 0.100 -0.076 -0.001
N 1.21170 -4.00926 -2.24723 -0.368 0.285 0.525 -0.008
C 1.37827 -4.02266 -3.59146 -0.199 0.424 -0.841 -0.014
C 0.49746 -3.10259 -4.12384 0.747 -0.676 -0.109 -0.012
N -0.18505 -2.53817 -3.10411 -0.148 -0.079 0.743 -0.010
B -1.60337 -1.87897 -3.11337 -0.289 -0.115 -0.219 -0.003
N -1.61691 -0.36808 -3.49175 -0.192 -0.020 0.369 0.000
C -1.37755 0.22683 -4.69563 -0.268 0.411 -0.278 0.000
C -2.01479 1.43351 -4.70343 0.286 -0.205 -0.277 0.000
N -2.63464 1.56910 -3.49098 -0.062 0.027 0.322 0.001
C -3.54790 2.66372 -3.14156 0.022 -0.139 -0.143 0.000
C -2.35128 0.47358 -2.75068 0.390 0.087 -0.068 0.001
S -2.74747 0.24090 -1.07873 1.088 -0.459 1.018 0.013
C 0.26004 -3.07744 -1.95382 0.395 -0.049 -0.754 -0.002
S -0.24388 -2.67998 -0.36856 -0.649 1.403 1.035 -0.096
H 2.94510 -4.81494 -1.36409 0.005 0.025 -0.038 0.000
H 1.60603 -5.95957 -1.59162 -0.019 0.012 -0.028 0.000
H 1.51891 -4.74604 -0.30621 -0.023 0.038 -0.005 0.000
H 2.08869 -4.67049 -4.08014 -0.079 -0.020 0.045 -0.001
H 0.30338 -2.86134 -5.15591 -0.027 -0.075 0.041 -0.001
H -2.00864 -1.97091 -2.00626 -0.156 -0.109 -0.096 -0.001
H -2.32618 -2.48716 -3.85172 0.235 0.035 -0.264 -0.001
H -0.82109 -0.24946 -5.48455 -0.059 -0.037 0.013 0.000
H -2.08331 2.18803 -5.46977 -0.061 -0.051 0.017 0.000
H -3.05928 3.62061 -3.30654 0.039 -0.001 0.004 0.000
H -3.84324 2.56698 -2.10277 -0.007 -0.049 0.012 0.000
H -4.43533 2.60101 -3.76760 0.007 -0.020 -0.014 0.000
O 0.47695 0.28885 -1.42586 0.970 0.566 -0.636 0.001
S 1.96284 0.79875 -1.36579 -0.921 -0.083 -0.079 0.000
C 1.91176 2.46726 -2.07070 0.230 0.154 0.025 0.000
C 2.91246 2.47279 -3.22294 -0.003 -0.107 -0.062 0.000
C 2.71160 1.13972 -3.93928 -0.020 0.076 0.025 0.000
C 2.73503 0.08169 -2.84090 0.175 -0.024 -0.147 0.000
H 2.14440 3.18132 -1.28181 -0.061 -0.005 0.012 0.000
H 0.88882 2.61232 -2.41380 0.016 -0.089 -0.049 0.000
H 3.93293 2.54836 -2.84229 0.002 0.028 -0.006 0.000
H 2.74369 3.32501 -3.87877 -0.017 0.032 0.033 0.000
H 3.49280 0.94845 -4.67305 -0.014 -0.022 -0.010 0.000
H 1.74997 1.13459 -4.45766 0.001 -0.033 0.027 0.000
H 3.75834 -0.16062 -2.54599 -0.003 0.000 -0.018 0.000
H 2.20919 -0.84240 -3.07964 -0.064 -0.002 0.105 0.000
```
Forces are in eV/Å.

Molecular weight (g/mol): 868.77
Gap between HOMO and LUMO (alpha / beta) (Ha): 0.182 / 0.114
DFT total energy (eV): -85918.62436
F_max (eV Å⁻¹): 3.88
2S+1: 2
HOMO level (alpha / beta) (Eh): -0.562 / -0.563
Charge: +3
ΔE to the lowest compared entry with this formula, charge and spin (kJ/mol): 28.16